The following is a DFT calculation (ωB97M-V/def2-TZVPD) of C44H43InN3OP2S as an isolated structure.

Output
gap between HOMO and LUMO	7.24	eV
energy relative to the best compared isomer or geometry (same formula, charge and spin)	82.7	kJ/mol
total energy	-3211.991585	hartree
LUMO level	-8.19	eV
net charge	+3
E_HOMO	-15.43	eV

XYZ file:
```
95
Properties=species:S:1:pos:R:3:forces:R:3:mulliken_charge:R:1
H 4.724780 -1.344303 -1.193133 0.174 -0.194 -0.356 0.565
H -1.963782 -3.851264 -3.239274 0.075 0.355 0.286 0.388
In -0.199962 -0.313303 0.768142 0.785 0.731 1.132 2.147
C -0.136480 -3.584951 0.256748 0.850 0.280 0.834 0.641
C -0.817244 3.064839 -1.517685 0.721 0.596 -0.376 0.935
C 2.793571 0.265948 -4.159501 0.246 -0.198 0.546 -0.765
C 2.211405 -0.895494 -4.675424 -0.348 -0.031 -0.959 -0.878
H -1.616856 -2.353812 -1.245733 -0.542 -0.266 0.369 0.898
H -5.726004 1.814465 1.964058 0.642 -0.451 -0.494 0.468
C 3.890212 -2.935433 2.254738 1.303 0.046 -1.436 -0.839
C 5.222563 -2.870181 0.268325 0.988 1.016 -1.327 -0.788
N -0.588876 0.257534 5.614554 -0.717 0.275 -0.190 -0.070
H 1.691430 -0.080589 3.378218 0.758 -0.477 -0.533 0.333
H -3.971583 2.076913 -1.808460 0.513 1.227 -0.630 0.585
C 4.489246 -1.812469 -0.253432 -1.429 0.792 0.775 -0.538
N -0.255365 -2.603567 0.852344 -0.282 -0.356 -0.655 -0.459
H 2.217782 -0.990421 -5.766839 0.109 -0.320 0.415 0.389
C -1.643390 0.690766 3.416829 1.633 0.014 1.208 -0.859
C 0.852865 0.489114 3.678305 -2.017 2.464 -0.337 0.035
H -1.383431 2.182307 5.174553 0.055 -0.221 -0.527 0.351
C -0.835365 -1.157157 5.272740 0.772 0.710 -0.459 -1.271
H -4.128915 4.449873 -2.736594 -0.155 0.380 0.028 0.536
H 3.274097 1.357287 -2.449527 -0.145 -0.361 0.333 0.271
C -1.931167 2.243109 -1.533770 1.101 -1.111 0.525 -1.418
H -3.380075 2.150443 0.962714 -0.769 -1.550 -0.525 0.393
C -1.756011 -0.029357 -3.695620 -0.622 0.192 -0.530 -0.878
H 5.581032 -4.207406 1.819901 0.275 0.003 0.398 0.405
C 3.375948 -1.309791 0.488344 1.737 -0.976 -0.148 0.512
C -5.285895 1.073210 1.269878 1.073 0.805 -0.661 -0.896
H -1.832010 -1.391137 5.576365 -0.661 -0.327 0.123 0.315
H -1.475518 -1.876088 3.254593 0.100 -0.878 0.201 0.639
C 3.128456 -1.946072 1.729930 -1.146 1.595 -0.900 0.479
C 4.117915 2.023479 0.193250 4.422 2.421 0.445 -0.492
H -1.794876 1.038177 -3.852194 0.189 0.113 0.026 0.456
C -0.803761 4.330258 -2.022817 -0.770 0.073 0.676 -0.424
H -0.683677 -5.665963 0.056248 2.638 2.183 -1.344 0.379
H 1.219332 -5.172699 -0.155305 -0.884 0.263 0.121 0.347
C -1.840353 -0.867164 -4.788202 0.223 -1.775 -1.504 -0.690
C -3.546973 0.272558 -0.203018 0.603 -0.810 -1.033 -0.098
H 0.075512 -4.746580 -1.441674 -0.233 -0.037 -0.716 0.310
S 0.395055 2.190603 -0.720489 0.392 -1.685 1.671 1.033
C 1.398567 -1.495685 -2.499208 -1.377 -2.657 -1.389 0.650
H 6.052696 -3.278171 -0.291613 -0.011 0.084 -0.183 0.476
H -2.578870 0.840303 5.291441 0.591 0.571 0.296 0.362
P -1.897409 0.472527 -0.962305 -0.846 -0.203 -0.390 2.138
O -0.231159 1.971143 0.691467 0.500 0.234 0.140 -0.581
C 1.513661 -1.830752 -3.895157 -0.078 1.698 0.234 -0.740
H 0.900003 1.550680 3.329294 0.139 -0.987 -0.445 0.356
H 1.685831 4.871075 -0.606634 -0.440 0.552 -0.322 0.540
H 2.260731 -1.625360 2.269412 -0.454 0.067 0.320 -0.317
H -0.130560 -1.714507 5.855743 0.168 -0.567 0.402 0.490
H -1.702307 1.489101 2.755041 -0.025 1.676 -1.172 0.362
C -1.816348 -1.960099 -2.220261 0.577 1.306 -0.860 -1.088
C -1.923266 -2.280575 -4.633236 -0.076 2.320 0.521 -1.072
H 3.342815 1.019671 -4.740031 -0.469 -0.643 -0.148 0.498
C 2.759313 0.462573 -2.794844 -0.146 -0.231 -0.248 -0.765
C -3.984576 1.217472 0.683953 -0.960 1.981 2.081 0.393
C -3.096895 2.767648 -1.947791 -2.645 -0.702 0.106 0.214
C -1.574070 1.134488 4.921931 -0.787 -2.022 0.184 -0.920
C -4.343448 -0.833660 -0.564468 1.081 0.664 0.036 -0.834
C 2.054121 -0.440950 -1.946095 1.900 2.212 -0.876 1.027
C 4.645315 3.367105 0.010415 -2.247 0.538 0.019 -0.959
C 3.747988 4.413841 -0.341330 0.923 -1.046 0.304 -0.851
H 1.488307 -0.124009 5.615540 -0.706 -0.087 0.214 0.400
H -3.951118 -1.565148 -1.267742 -0.382 0.117 0.190 0.411
C -3.179006 4.088442 -2.390303 0.230 -0.754 -0.514 -0.982
C 2.851798 1.741946 -0.110169 -1.549 -2.286 -0.153 -0.101
C -1.903141 -2.760370 -3.330999 -0.111 -2.015 -0.589 -0.969
H 4.914575 1.358057 0.555874 -0.879 -0.394 -0.341 0.457
C -5.590074 -0.922942 -0.016522 0.055 -0.645 -0.530 -0.729
H -1.991230 5.838966 -2.797668 -0.396 0.238 -0.250 0.488
C 1.975367 2.788440 -0.398762 0.212 0.803 -0.737 0.355
H -0.058715 5.068737 -1.867888 1.061 0.009 -0.196 0.351
N -0.453035 -0.128545 3.062095 2.266 -0.053 0.342 -0.113
H 1.185917 1.521949 5.609263 -0.796 0.485 -0.166 0.254
C -0.596087 -1.476217 3.747720 0.362 1.579 -0.136 -0.366
H -2.430089 0.028856 3.183800 -1.461 -0.554 0.166 0.782
C 5.008920 -3.349294 1.514068 -1.267 -1.273 1.123 -0.656
H -1.820161 -0.510929 -5.832181 -0.079 0.199 0.793 0.441
P 2.274656 -0.074637 -0.218793 -1.270 0.122 1.239 0.816
C 0.750468 0.602114 5.222965 1.322 -1.579 -0.485 -1.121
H -6.186796 -1.751973 -0.285357 -0.715 -0.709 -0.232 0.533
H 3.580427 -3.399635 3.137996 -0.080 -0.614 1.329 0.548
H 5.672378 3.655424 0.211634 -0.026 -0.535 -0.034 0.470
C -6.070155 0.023640 0.844256 -0.520 0.693 1.339 -0.776
H -7.060512 -0.042099 1.277457 -0.067 -0.234 -0.220 0.437
H 0.961600 -2.621889 -4.470570 0.627 0.644 1.300 0.518
C -1.780736 -0.567541 -2.430055 -0.231 -0.266 1.001 1.166
C 2.400996 4.094445 -0.495961 0.254 -0.161 0.368 -0.608
H 0.365165 -1.996827 3.516731 -1.049 -0.101 0.364 0.226
H 0.684931 -2.113443 -1.916656 0.875 0.332 -0.120 0.092
C 0.177955 -4.841506 -0.381222 -1.995 -2.495 1.794 -1.121
C -2.008943 4.813734 -2.475560 -0.746 0.867 -0.281 -0.979
H 4.059029 5.460448 -0.469577 0.047 -0.661 0.164 0.461
H -2.018483 -2.921734 -5.501205 0.042 -0.026 0.175 0.492
```
Forces are in eV/Å.